Density functional theory data (wB97M-V/def2-TZVPD) for a structure of composition C36H32FN8O4RhS2.

Computed properties:
Lowest unoccupied orbital energy (alpha / beta) ... -0.047 / -0.056 Ha
Strongest force on any atom ... 0.53 eV/A
HOMO (alpha / beta) ... -6.79 / -7.39 eV
2S+1 ... 5
Kohn-Sham gap (alpha / beta) ... 5.514 / 5.873 eV

Structure (XYZ):
```
84
C36H32FN8O4RhS2 (wB97M-V/def2-TZVPD)
Rh -2.42 0.55 -1.45
C -4.56 -2.61 0.58
C -3.85 -2.02 -0.60
N -4.10 -0.74 -0.94
N -5.21 -0.21 -0.47
C -5.39 1.08 -0.77
S -4.32 2.09 -1.58
S -6.94 1.77 -0.32
C -7.50 0.67 1.02
C -6.96 1.08 2.36
C -7.72 1.89 3.19
C -7.23 2.30 4.42
C -5.97 1.91 4.83
C -5.20 1.10 4.00
C -5.69 0.69 2.77
C -2.88 -2.73 -1.34
C -2.50 -4.04 -0.92
C -1.69 -4.84 -1.67
C -1.22 -4.38 -2.93
C -1.53 -3.14 -3.38
C -2.32 -2.22 -2.59
O -2.47 -1.04 -3.03
H -5.53 -2.15 0.69
H -3.98 -2.39 1.48
H -4.68 -3.69 0.49
H -7.22 -0.35 0.74
H -8.58 0.75 1.00
H -8.71 2.20 2.87
H -7.84 2.93 5.06
H -5.58 2.23 5.78
H -4.20 0.80 4.29
H -5.06 0.08 2.13
H -2.85 -4.40 0.03
H -1.41 -5.82 -1.31
H -0.60 -5.03 -3.54
H -1.17 -2.77 -4.33
C 3.40 2.02 2.80
C 3.04 0.56 3.01
N 2.15 0.06 1.96
C 0.80 0.14 2.16
C -0.15 -0.12 1.23
C -1.60 0.08 1.64
O -1.90 -0.21 2.80
O -2.38 0.57 0.76
C 0.26 -0.56 -0.07
O -0.50 -0.85 -1.00
C 1.71 -0.64 -0.29
C 2.17 -1.00 -1.55
C 3.51 -0.98 -1.82
F 3.91 -1.26 -3.09
C 4.46 -0.61 -0.86
C 4.00 -0.31 0.41
C 2.63 -0.30 0.71
N 5.85 -0.49 -1.13
C 6.46 -1.16 -2.25
C 6.51 -0.31 -3.51
N 7.18 1.00 -3.19
C 6.50 1.71 -2.04
C 6.49 0.78 -0.84
H 4.10 2.35 3.57
H 2.52 2.66 2.84
H 3.86 2.18 1.82
H 2.51 0.42 3.95
H 3.92 -0.07 3.05
H 0.49 0.43 3.15
H 1.45 -1.25 -2.32
H 4.73 -0.06 1.17
H 5.95 -2.08 -2.47
H 7.49 -1.42 -1.96
H 5.52 -0.06 -3.87
H 7.10 -0.78 -4.30
H 7.18 1.61 -4.01
H 8.16 0.83 -2.95
H 5.48 1.93 -2.37
H 7.04 2.64 -1.86
H 5.97 1.29 -0.03
H 7.52 0.59 -0.51
N -0.78 1.99 -1.71
C 0.19 2.47 -1.30
C 1.35 3.03 -0.76
C 2.58 2.75 -1.37
N 3.61 2.54 -1.86
C 1.32 3.84 0.39
N 1.35 4.49 1.34
```